Molecular formula: C24H18Cl2N2SSiTi
Method: DFT, wB97M-V/def2-TZVPD

Values from the calculation:
* HOMO-LUMO gap: 7.2 eV
* charge: +2
* DFT total energy: -95017.30668 eV
* energy relative to the best compared isomer or geometry (same formula, charge and spin): 0.0000 eV
* HOMO level: -14.931 eV

The geometry in XYZ format:
```
49
Properties=species:S:1:pos:R:3:lowdin_charge:R:1
Ti 0.42 0.28 0.74 0.539
Cl -1.17 0.95 2.49 0.810
C -0.61 -0.50 3.34 -0.610
C -1.56 -1.22 4.05 -0.081
C -1.14 -2.37 4.70 -0.015
C 0.18 -2.79 4.62 -0.051
C 1.10 -2.06 3.89 -0.669
Cl 2.72 -2.61 3.79 0.772
C 0.73 -0.88 3.23 -0.656
S 1.95 0.04 2.33 0.767
H -2.59 -0.88 4.10 0.128
H -1.85 -2.94 5.28 0.135
H 0.50 -3.68 5.13 0.129
C 4.80 0.76 -1.45 -0.021
C 3.66 -0.02 -1.37 -0.038
C 2.49 0.57 -0.91 -0.197
C 2.41 1.91 -0.53 -0.364
C 3.60 2.66 -0.57 -0.062
C 4.77 2.09 -1.04 -0.022
Si 0.78 2.64 0.03 0.771
C -0.52 2.56 -1.29 -0.345
C -1.82 2.12 -0.99 -0.141
C -2.77 2.00 -1.99 -0.064
C -2.44 2.31 -3.30 -0.039
C -1.15 2.74 -3.62 -0.041
C -0.19 2.86 -2.62 -0.076
H 5.72 0.33 -1.82 0.127
H 3.68 -1.07 -1.65 0.126
H 1.64 -0.14 -0.96 0.062
H 3.59 3.69 -0.26 0.118
H 5.67 2.69 -1.10 0.127
H 0.92 3.77 0.96 0.010
H -2.11 1.93 0.03 0.070
H -3.78 1.69 -1.74 0.120
H -3.18 2.23 -4.08 0.122
H -0.90 3.00 -4.64 0.122
H 0.81 3.18 -2.88 0.116
N -3.64 -4.45 1.47 0.217
C -3.09 -3.77 0.72 -0.149
C -2.40 -2.88 -0.17 -0.165
C -2.71 -2.79 -1.53 0.060
C -2.01 -1.89 -2.31 0.012
C -1.05 -1.09 -1.72 -0.087
N -0.74 -1.19 -0.42 -0.042
C -1.40 -2.08 0.34 -0.049
H -3.48 -3.42 -1.96 0.148
H -2.21 -1.79 -3.37 0.134
H -0.51 -0.35 -2.30 0.124
H -1.12 -2.16 1.38 0.119
```